The following is a DFT calculation (ωB97M-V/def2-TZVPD) of a molecular structure, C23H21BBeF2N7O2 at a distorted geometry.

The geometry in XYZ format:
```
57
Properties=species:S:1:pos:R:3:forces:R:3
Be -0.904 0.014 -0.724 1.1808 0.2669 1.2366
C -0.892 -3.977 -1.220 -0.5170 0.2245 -0.8401
C -0.898 -2.620 -1.483 0.6784 -0.7560 0.3884
N -0.785 -1.747 -0.459 -0.9324 -0.6129 -1.2911
C -0.676 -2.226 0.808 0.1587 0.0005 -0.2027
C -0.693 -3.604 1.041 -0.1472 -0.4777 -0.8771
N -0.846 -4.442 0.019 0.4108 -0.4436 1.2508
C -0.537 -1.136 1.736 0.1431 -0.4266 1.1931
C -0.494 -1.211 3.141 0.3504 -0.2812 -0.3891
C -0.430 -0.033 3.898 0.2203 -0.1390 -0.7999
C -0.459 1.169 3.178 -0.4550 0.6838 -0.3260
C -0.614 1.178 1.792 0.9234 -0.6385 0.7642
N -0.512 0.029 1.056 -0.9109 0.3355 0.6181
C -0.823 2.283 0.908 0.2568 -0.0081 -0.7317
C -0.819 3.654 1.185 -0.3103 0.6727 -0.9123
N -1.026 4.541 0.208 0.5544 -0.0300 0.8157
C -1.156 4.114 -1.049 -0.1375 -0.4241 0.1359
C -1.159 2.761 -1.342 0.1998 0.2177 0.1998
N -0.965 1.830 -0.378 -0.9989 1.3443 -0.8076
C -0.357 -0.039 5.367 0.3135 0.0546 0.5344
C 0.376 0.927 6.071 -0.0506 0.0614 -0.2476
C 0.369 0.890 7.461 0.2497 0.3872 -0.3469
N -0.303 -0.009 8.147 -0.2060 -0.0955 0.7808
C -0.985 -0.943 7.497 0.1216 -0.2038 0.3982
C -1.014 -1.020 6.119 -0.1461 -0.3553 -0.4899
H -0.989 -4.729 -2.019 0.0933 0.4859 0.3470
H -0.869 -2.257 -2.511 -0.2669 0.1784 0.5214
H -0.579 -4.082 2.018 -0.1086 0.4867 -0.2130
H -0.407 -2.176 3.663 -0.2779 0.4291 -0.4804
H -0.441 2.113 3.729 -0.1388 -0.2649 -0.2481
H -0.626 4.100 2.166 -0.2111 -0.5319 -0.2039
H -1.243 4.888 -1.809 -0.1431 -0.3082 0.0530
H -1.297 2.423 -2.367 0.0770 -0.1173 0.3088
H 0.975 1.688 5.563 -0.2855 -0.2774 0.0712
H 0.927 1.624 8.049 -0.1067 -0.1910 -0.2536
H -1.499 -1.657 8.148 0.0806 0.1193 -0.4702
H -1.527 -1.859 5.638 0.0056 0.4813 0.1365
F 2.087 -0.800 -0.448 0.0082 0.2509 0.0360
B 1.824 0.462 -0.730 -0.5660 0.9615 -2.2469
F 1.901 1.440 0.146 0.4957 -0.3146 0.3121
O 1.558 0.909 -2.077 0.8857 -0.4152 1.4952
C 0.496 0.613 -2.896 0.8697 -0.6445 1.6112
O -0.526 0.035 -2.314 -0.8658 -0.2789 -0.7057
C 0.770 0.742 -4.338 0.3449 0.4933 -0.2488
N -0.053 -0.195 -5.187 -0.9018 -0.2404 -1.1062
C 0.836 -1.320 -5.654 -0.6144 -0.4219 -0.1665
C 2.122 -0.585 -5.946 0.2359 -0.1344 -0.9971
C 2.238 0.480 -4.857 -0.4157 0.3242 0.6550
H 0.445 1.750 -4.612 -0.0234 0.1237 -0.6360
H -0.378 0.318 -6.038 0.2750 -0.3812 0.8002
H -0.895 -0.571 -4.744 0.1189 0.3457 0.4341
H 0.329 -1.816 -6.503 0.4444 0.3129 0.3100
H 0.900 -2.060 -4.847 0.1427 0.3559 -0.0180
H 2.062 -0.118 -6.953 -0.0457 -0.2148 0.5546
H 2.958 -1.291 -6.001 -0.0673 0.2806 0.2035
H 2.675 1.411 -5.233 -0.0557 -0.2644 0.1214
H 2.829 0.136 -4.012 0.0667 0.0149 -0.0305
```
Positions in Å, forces in eV/Å.

Results
**E**: -1662.14356 a.u.
**Largest force on an atom**: 2.5 eV/Å
**Net charge**: +1
**ΔE to the lowest compared entry with this formula, charge and spin**: 0.93 kcal per mole
**HOMO energy (spin up / spin down)**: -0.30322 / -0.33119 Ha
**Lowest unoccupied orbital energy (spin up / spin down)**: -3.41 / -3.53 eV

Löwdin atomic charge list, values in e, 4 entries: 0.273 -0.123 -0.065 0.074